1.
Formula: C3H6N2S2
Source: the OMol25 dataset
Level of theory: ωB97M-V with the def2-TZVPD basis set

Element x y z (Å)
S1 2.872 -0.057 -0.038
S2 -2.517 -0.562 -0.149
N1 -1.289 1.768 0.171
N2 0.195 -0.055 -0.069
C1 0.190 -1.476 0.293
C2 1.378 0.571 -0.105
C3 -1.143 0.421 0.050
H1 -0.233 2.432 0.142
H2 -0.181 -1.987 -0.812
H3 1.462 1.552 -0.623
H4 -2.261 2.164 0.483
H5 -0.609 -1.563 1.026
H6 1.251 -1.788 0.627

For the electronic energy, the calculation gives -1023.7080 Eh. For the lowest unoccupied orbital energy, the calculation gives -0.63 eV. As for the SMILES: CN(C=S)C(N)=S. The value obtained for the HOMO-LUMO gap is 8.1 eV. As for the net charge: 0.

These are the Mulliken partial charges, in e, on atoms 1 to 8: -0.31 -0.33 -0.47 0.11 -0.99 -0.14 0.38 0.28

2.
Formula: C45H55BN5OSTi
Source: the OMol25 dataset
Level of theory: ωB97M-V with the def2-TZVPD basis set

Element x y z (Å)
Ti1 0.939 -0.798 0.064
S1 -1.230 -3.461 -0.551
O1 -0.256 -2.402 -0.084
N1 1.488 -0.990 -1.858
N2 -1.381 1.264 1.131
N3 2.828 -0.373 0.162
N4 -0.801 1.663 -0.990
N5 1.267 -0.863 2.017
C1 -3.338 -2.434 2.037
C2 -1.080 1.710 3.494
C3 -2.499 -0.143 2.781
C4 0.395 -1.298 2.946
C5 -0.592 1.193 -4.639
C6 -0.803 4.195 3.397
C7 -1.769 2.577 -0.620
C8 -2.336 0.445 5.111
C9 4.987 -0.294 -0.887
C10 -3.466 0.927 -4.300
C11 1.741 2.842 -1.429
C12 0.698 1.630 -4.881
C13 0.712 -1.349 -2.898
C14 -0.901 -4.903 0.548
C15 2.512 -0.458 2.457
C16 -1.451 1.461 4.809
C17 -1.122 1.209 -3.356
C18 -1.624 0.910 2.483
C19 -2.561 0.814 -3.074
C20 1.232 4.288 -1.338
C21 0.989 2.161 -2.555
C22 -4.395 -0.330 1.184
C23 -0.396 -4.285 -1.976
C24 -3.086 -0.973 1.656
C25 -2.847 -0.358 4.106
C26 3.420 -0.199 1.382
C27 1.172 2.733 3.926
C28 3.257 2.849 -1.604
C29 -0.480 -5.768 -1.680
C30 4.788 0.070 1.478
C31 2.535 -1.319 -4.450
C32 1.475 2.134 -3.854
C33 1.897 -0.820 4.751
C34 -0.030 -5.883 -0.227
C35 5.568 0.034 0.330
C36 0.653 -1.295 4.291
C37 2.826 -0.417 3.824
C38 1.176 -1.549 -4.170
C39 -0.139 2.839 3.145
C40 3.601 -0.477 -0.957
C41 2.831 -0.804 -2.120
C42 -2.676 -0.600 -2.489
C43 -2.118 2.336 0.654
C44 3.349 -0.930 -3.418
C45 -0.299 1.660 -2.314
B1 -0.479 0.791 0.113
H1 1.024 -5.601 -0.152
H2 3.617 1.873 -1.912
H3 -1.074 2.084 5.606
H4 0.639 -3.933 -1.967
H5 -2.480 -2.874 2.544
H6 -2.369 -0.953 0.822
H7 0.106 2.761 2.080
H8 2.110 -0.782 5.806
H9 -2.835 2.843 1.274
H10 -0.338 -1.484 -2.673
H11 -4.839 -0.916 0.382
H12 0.145 -6.347 -2.359
H13 -4.215 0.677 0.820
H14 -3.536 -1.147 4.362
H15 -2.116 3.343 -1.289
H16 3.797 -0.064 4.134
H17 5.228 0.264 2.443
H18 -1.691 4.309 2.781
H19 1.735 4.822 -0.535
H20 -2.018 -0.715 -1.623
H21 -1.094 4.294 4.439
H22 0.162 4.320 -1.153
H23 -3.234 0.158 -5.035
H24 3.742 3.109 -0.664
H25 -2.641 0.286 6.135
H26 -5.103 -0.276 2.009
H27 -4.505 0.799 -4.001
H28 1.599 1.743 3.800
H29 0.501 -1.864 -4.950
H30 -0.136 -6.894 0.160
H31 -0.546 -1.667 2.556
H32 -3.366 1.905 -4.767
H33 5.594 -0.409 -1.771
H34 -2.430 -1.345 -3.249
H35 1.086 1.609 -5.888
H36 2.911 -1.440 -5.454
H37 -1.509 -6.115 -1.792
H38 -0.092 -1.639 4.988
H39 -4.199 -2.518 2.694
H40 -0.884 -3.993 -2.901
H41 6.629 0.223 0.395
H42 -3.700 -0.780 -2.166
H43 3.559 3.580 -2.350
H44 -0.115 5.001 3.153
H45 1.429 4.806 -2.275
H46 1.015 2.912 4.987
H47 4.392 -0.719 -3.591
H48 1.505 2.314 -0.491
H49 -0.428 -4.519 1.452
H50 -1.188 0.856 -5.472
H51 -1.871 -5.332 0.798
H52 -3.544 -3.017 1.140
H53 1.887 3.466 3.557
H54 2.457 2.520 -4.079
H55 -2.947 1.504 -2.318

For the electronic energy, the calculation gives -3369.2060 Eh. For the lowest unoccupied orbital energy (alpha / beta), the calculation gives -3.27 / -3.25 eV. The value obtained for the HOMO-LUMO gap (alpha / beta) is 4.5 / 4.6 eV. As for the net charge: +1.

These are the Mulliken partial charges, in e, on atoms 1 to 8: -1.05 0.47 -1.10 0.80 0.81 0.82 1.02 0.72

Question: Look up the net charge of the first one.
Answer: 0